ORCA calculation (ωB97M-V with the def2-TZVPD basis set) on C24H74CaN12O6P4 as an isolated structure at a distorted geometry.

Values from the calculation:
Calculated total energy (eV): -111858.24474
Relative energy (zero: lowest compared OMol25 entry of this formula, charge and spin) (kJ/mol): 0.0
Net charge: 0
E_LUMO (eV): 0.618

The geometry in XYZ format:
```
121
Properties=species:S:1:pos:R:3:forces:R:3
Ca -20.0721 18.0936 -2.6834 0.4 0.3 -0.5
O -19.5756 16.0230 -3.2171 -0.1 0.1 0.0
H -19.1152 15.2127 -3.4041 0.2 -0.3 -0.1
O -18.6517 19.5673 -3.4554 0.0 -0.4 -0.1
H -18.0493 20.2990 -3.4868 0.4 0.2 -0.1
O -21.5713 18.2939 -4.5404 -0.4 0.1 0.0
P -21.6189 17.7730 -5.9192 0.2 -0.9 -2.0
N -20.1664 17.3178 -6.6491 -1.1 1.2 0.3
C -19.6449 15.9748 -6.5751 0.2 -0.9 -1.1
C -19.1287 18.3554 -6.6582 0.5 0.0 0.3
N -22.2310 18.8766 -7.0138 0.5 0.7 -0.1
C -22.0072 18.8072 -8.4723 -0.2 -1.0 1.1
C -23.3614 19.7168 -6.6179 0.3 -0.6 0.0
N -22.6061 16.4151 -6.0588 0.1 0.1 1.1
C -23.1419 15.8824 -7.2983 0.5 -0.1 0.0
C -22.4981 15.4755 -4.9294 0.2 -0.2 -0.1
H -19.5010 15.5694 -5.5733 0.2 0.3 0.1
H -18.7233 15.9454 -7.1665 0.3 0.3 0.6
H -20.2068 15.2541 -7.1858 -0.7 0.2 0.4
H -19.4905 19.3843 -6.6443 -0.6 -0.2 0.1
H -18.5243 18.2714 -7.5650 0.1 -0.2 0.0
H -18.5129 18.2734 -5.7585 0.2 0.0 -0.1
H -22.2899 19.7540 -8.9216 0.0 0.0 -0.1
H -20.9726 18.5486 -8.6834 0.0 0.2 0.0
H -22.6182 17.9780 -8.8357 -0.1 0.3 -0.7
H -23.4241 20.5856 -7.2720 0.1 0.1 0.0
H -24.2972 19.1551 -6.7092 -0.2 0.1 0.1
H -23.2169 20.0549 -5.5952 -0.1 0.0 0.1
H -23.8896 16.5367 -7.7481 0.1 0.1 0.0
H -22.3456 15.6546 -8.0176 -0.1 0.1 -0.2
H -23.6205 14.9318 -7.0703 -0.1 0.0 0.0
H -21.5061 15.0204 -4.8460 0.1 0.3 0.2
H -23.1676 14.6235 -5.0623 -0.4 0.3 -0.1
H -22.7306 16.0053 -4.0067 0.2 -0.2 0.1
O -19.1341 18.3816 -0.5338 -0.3 0.2 0.9
P -18.1171 18.0890 0.5016 2.5 -0.3 -0.8
N -18.5979 17.6683 2.0378 0.6 0.3 -0.4
C -18.9575 18.7545 2.9504 -0.3 -0.3 -0.2
C -19.2918 16.3990 2.2407 -0.3 0.5 -0.9
N -17.0547 19.3958 0.7166 -0.4 0.5 0.3
C -17.1228 20.5975 -0.1380 -1.3 -0.9 -0.1
C -15.6962 19.1756 1.2175 -0.5 -0.2 -0.6
N -17.1038 16.8665 -0.0513 -0.2 -0.1 0.1
C -16.3419 15.8733 0.7129 -0.7 1.1 -0.1
C -16.8453 16.8934 -1.5065 0.0 -0.3 0.3
H -19.9563 19.1432 2.7254 -0.1 0.0 0.1
H -18.2500 19.5736 2.8541 0.1 -0.1 0.1
H -18.9568 18.3531 3.9646 0.0 0.1 0.1
H -19.2538 16.1914 3.3073 0.0 -0.5 -0.1
H -18.8655 15.6510 1.5706 0.4 -0.2 0.6
H -20.3280 16.4263 1.8788 -0.2 0.3 0.4
H -16.8325 20.4161 -1.1767 0.3 -0.1 0.1
H -18.1823 20.8542 -0.1922 0.3 0.4 -0.1
H -16.5356 21.4024 0.2953 0.0 0.1 0.1
H -15.3088 20.1338 1.5616 0.1 0.0 0.2
H -15.6680 18.4592 2.0370 0.0 0.0 0.0
H -15.0777 18.8345 0.3784 0.3 -0.1 0.3
H -16.1266 16.3231 1.6834 -0.1 -0.6 0.3
H -16.9198 14.9489 0.7753 0.3 -0.2 0.3
H -15.3842 15.7028 0.2241 0.0 -0.1 -0.1
H -17.4781 16.1856 -2.0428 -0.3 0.3 -0.1
H -15.8158 16.5831 -1.7050 0.1 0.2 0.2
H -16.9871 17.9050 -1.8869 -0.1 -0.1 -0.3
O -22.0180 17.2034 -1.7392 -0.1 -0.3 -0.1
P -22.9514 16.4413 -0.8974 -0.8 -1.1 1.1
N -24.2675 15.7094 -1.6588 -0.2 0.4 0.4
C -24.2796 14.2603 -1.9243 1.8 0.7 -0.2
C -25.1990 16.5260 -2.4403 0.2 0.1 0.6
N -23.6050 17.4051 0.2748 -0.3 -0.6 0.3
C -24.9975 17.4278 0.7184 0.6 0.9 -0.4
C -22.7020 18.2576 1.0461 -1.0 0.2 -0.1
N -22.2035 15.2036 -0.0598 1.0 0.2 -0.4
C -22.6592 14.5655 1.1634 -0.2 -0.1 -0.6
C -20.8942 14.7237 -0.5583 -0.6 0.4 -0.9
H -23.2819 13.9954 -2.2979 0.0 -0.3 0.2
H -24.8982 14.0034 -2.7796 -0.6 0.1 0.4
H -24.4433 13.7207 -0.9951 -0.5 -0.4 -0.3
H -25.5623 17.3745 -1.8525 0.3 0.1 -0.1
H -26.1076 15.9506 -2.6153 0.2 -0.1 -0.4
H -24.7036 16.8822 -3.3467 -0.4 0.0 -0.2
H -25.4571 18.2937 0.2249 -0.5 -0.3 0.0
H -25.5004 16.4937 0.4889 -0.1 0.1 -0.1
H -25.0751 17.6628 1.7822 0.2 -0.4 0.1
H -21.6796 18.2191 0.6788 0.0 0.1 -0.2
H -23.1272 19.2662 0.9687 0.6 0.2 0.1
H -22.7419 17.9745 2.1047 0.2 -0.1 0.0
H -21.8239 14.3771 1.8401 0.1 0.3 0.1
H -23.4174 15.1669 1.6624 0.0 0.0 0.0
H -23.0615 13.5756 0.9200 -0.3 0.0 0.2
H -20.9150 14.6841 -1.6511 0.1 -0.1 0.0
H -20.6916 13.7223 -0.1849 0.1 0.1 0.2
H -20.0976 15.4476 -0.3755 0.1 -0.2 0.4
O -21.1762 20.0246 -1.8687 -0.5 0.0 0.7
P -21.8684 21.3056 -1.6693 -0.4 0.8 -0.9
N -23.5175 21.2154 -1.9636 0.3 0.3 0.4
C -24.1154 20.0268 -2.5420 0.9 -0.2 -0.7
C -24.4357 22.3085 -1.6424 0.4 -0.5 0.9
N -21.3539 22.5036 -2.7391 -0.7 -0.1 0.0
C -21.9463 22.5952 -4.0873 0.6 0.0 0.5
C -19.9101 22.7669 -2.7974 -0.7 0.5 1.0
N -21.6368 21.9410 -0.1301 0.4 -0.1 -0.4
C -22.0297 23.2858 0.2668 -0.8 -0.1 -0.5
C -20.6009 21.3857 0.7096 0.5 -0.3 0.8
H -25.0065 19.6725 -2.0195 0.0 0.3 0.1
H -23.3757 19.2221 -2.5491 -0.1 0.0 0.1
H -24.3348 20.2441 -3.5941 -0.4 -0.3 0.0
H -24.4378 22.4145 -0.5522 -0.3 0.2 0.0
H -25.4454 22.0361 -1.9392 0.0 0.0 -0.2
H -24.1668 23.2838 -2.0523 0.1 -0.1 -0.3
H -21.5787 21.7586 -4.6882 -0.4 0.0 -0.3
H -23.0299 22.6995 -4.0735 0.0 -0.4 0.1
H -21.5703 23.5205 -4.5283 0.1 0.0 -0.1
H -19.5719 22.8938 -1.7622 0.2 -0.1 -0.1
H -19.3241 21.9792 -3.2712 -0.1 0.0 -0.2
H -19.8482 23.7488 -3.2696 0.6 -0.1 -0.2
H -22.7890 23.2527 1.0542 0.2 0.0 0.3
H -21.1875 23.8975 0.5907 0.2 -0.1 0.0
H -22.5268 23.7872 -0.5633 0.3 0.1 -0.1
H -19.8324 22.1375 0.9338 0.0 0.1 -0.2
H -20.0979 20.5167 0.2844 -0.4 0.0 -0.3
H -20.9650 21.0824 1.7006 -0.3 0.0 -0.1
```
Positions in Å, forces in eV/Å.

Löwdin atomic charge list, values in e, 4 entries: 1.29 -0.54 -0.08 -0.55